138
Properties=species:S:1:pos:R:3 method="wB97M-V/def2-TZVPD" relative_energy_ev=0.586 charge=-1 e_tot_ha=-2957.7459 spin_multiplicity=2 largest_force_ev_per_a=4.442
C -1.97220 3.83995 -0.97830
O -0.77658 4.50145 -0.59748
C -0.92467 5.92517 -0.79864
C -1.75919 6.76951 0.19229
N -1.28294 7.89656 0.94392
C -0.13221 7.61089 1.79921
C -0.62057 6.85802 3.12270
O -1.71178 7.49345 3.81773
C -2.00777 6.81337 5.02295
H -2.21936 3.88107 -2.03910
H -2.86263 4.21388 -0.47293
H -1.83809 2.82121 -0.61456
H -1.09765 6.14267 -1.85262
H 0.12630 6.15834 -0.62777
H -2.20833 6.02731 0.85223
H -2.58855 7.20416 -0.36570
H -1.98743 8.19815 1.60181
H 0.32524 8.54314 2.13049
H 0.65648 7.16887 1.19034
H 0.23402 6.81733 3.79807
H -0.97118 5.86452 2.84318
H -3.09423 6.76626 5.09700
H -1.84467 7.49251 5.85978
H -1.46794 5.88250 5.19667
C -2.68062 -2.09540 6.23297
O -1.41986 -2.08174 5.71483
C -1.11279 -1.01472 4.78970
C 0.29250 -1.22972 4.11067
N 1.24550 -0.28957 4.88601
C 1.47491 -0.71279 6.27803
C 2.68587 -0.01327 6.85266
O 3.84971 -0.26759 6.15049
C 4.97116 0.46401 6.71628
H -2.72942 -1.11835 6.71368
H -2.94069 -2.78848 7.03303
H -3.21896 -1.99587 5.29043
H -1.18068 -0.01280 5.21355
H -1.77009 -1.02076 3.92021
H 0.41434 -1.02737 3.04657
H 0.59092 -2.22927 4.42684
H 2.02666 -0.12212 4.26807
H 1.76445 -1.76265 6.32361
H 0.66350 -0.70329 7.00579
H 2.79899 -0.42521 7.85547
H 2.49698 1.05990 6.82572
H 5.02934 1.46700 6.29351
H 5.88337 -0.02799 6.37878
H 4.87827 0.61653 7.79155
C -4.08346 1.07045 -3.86565
C -3.63546 -0.18252 -4.42420
O -4.23979 -0.31527 -5.70255
O -3.02288 1.99405 -4.15156
H -4.24401 0.87766 -2.80492
H -5.01918 1.41580 -4.30526
H -3.95194 -1.00837 -3.78707
H -2.55808 -0.31656 -4.52105
H -4.93418 -0.96496 -5.57091
H -3.39009 2.81468 -4.48819
C 3.73741 -0.33536 2.79912
C 4.38570 -0.95996 1.48945
O 5.22675 -0.02364 0.97223
O 2.94396 0.78013 2.33941
H 4.44587 -0.26121 3.62415
H 2.91488 -0.92485 3.20414
H 3.57974 -1.05298 0.76154
H 4.74933 -1.95010 1.76420
H 5.68548 -0.43875 0.23816
H 3.59291 1.28943 1.84840
C 0.50561 -6.17102 2.78771
C 1.32315 -5.14241 1.89785
O 1.55557 -5.70002 0.63465
O 1.35734 -7.29119 3.15175
H -0.41846 -6.49789 2.31088
H 0.18604 -5.65964 3.69571
H 2.24011 -4.86584 2.41822
H 0.72818 -4.24853 1.71047
H 1.55602 -4.98202 -0.00259
H 1.64548 -7.72947 2.34771
C -5.22731 -2.65877 -1.14805
C -4.10677 -1.64654 -0.87762
O -2.90323 -2.18036 -1.25820
O -5.54485 -2.77032 -2.54107
H -6.03005 -2.08300 -0.68739
H -5.17533 -3.69170 -0.80385
H -4.09295 -1.34048 0.16844
H -4.30162 -0.81601 -1.55612
H -2.22973 -1.50158 -1.34337
H -4.75129 -3.19571 -2.87411
C -1.90039 -5.80234 -2.33912
C -3.25619 -5.50475 -3.00060
O -3.44269 -4.27840 -3.73556
O -1.66657 -5.04361 -1.19900
H -1.15481 -5.72050 -3.13002
H -1.70286 -6.81831 -1.99720
H -3.89116 -5.55130 -2.11587
H -3.57126 -6.29588 -3.68101
H -2.70524 -4.25918 -4.34988
H -2.00364 -4.15208 -1.31374
C 2.85672 -3.50915 -2.26645
C 1.89667 -4.21019 -3.18061
O 1.02237 -3.26319 -3.86891
O 2.48856 -3.53702 -0.87480
H 2.88751 -2.44370 -2.49440
H 3.89943 -3.81570 -2.34948
H 1.37903 -4.85878 -2.47388
H 2.49082 -4.78009 -3.89497
H 0.51447 -3.71485 -4.54688
H 1.90957 -2.77625 -0.78756
C 4.24540 1.24831 -4.28799
C 3.49684 1.35414 -2.95272
O 4.40286 1.57214 -1.84258
O 4.98071 2.37588 -4.47776
H 3.62537 1.11553 -5.17458
H 4.85499 0.35558 -4.42769
H 3.02261 0.38406 -2.80387
H 2.73889 2.13733 -2.93728
H 4.86537 0.75876 -1.62791
H 5.01710 2.77046 -3.60335
C 0.07630 1.68205 -6.19920
C 0.15245 2.84597 -5.14961
O 0.95697 3.95300 -5.61002
O 1.29415 1.19723 -6.58749
H -0.32798 2.17329 -7.08428
H -0.53055 0.83389 -5.88227
H 0.31240 2.50579 -4.12648
H -0.85477 3.20652 -4.94077
H 1.89575 3.75918 -5.55776
H 1.39247 1.42147 -7.51574
C -0.24895 0.36899 -1.79201
C 0.39998 -0.50314 -0.61723
O 0.39132 -1.98127 -0.73213
O -1.65524 0.32987 -1.78064
H 0.09632 0.04210 -2.77284
H -0.01719 1.42744 -1.67340
H -0.11498 -0.36925 0.33409
H 1.39174 -0.05318 -0.57215
H -0.33920 -2.27588 -0.18334
H -2.05780 0.80505 -2.51123